Entry 1:
DFT (ωB97M-V/def2-TZVPD) results for the ion C5H7N2 with charge +1 at a distorted geometry.

Structure (XYZ):
```
14
Properties=species:S:1:pos:R:3:lowdin_charge:R:1
C -0.2612 -0.5980 1.1316 0.01
C -0.3463 0.3474 0.0580 -0.23
C 0.4054 0.2859 -1.0153 -0.01
C -1.6248 1.2693 0.0460 -0.01
C 1.1371 0.2162 -2.0579 0.10
N 0.6976 -1.3358 1.4579 0.03
N 1.4694 -2.2109 1.4289 0.27
H -1.1604 -0.5294 1.8357 0.19
H -2.3041 0.9672 0.9314 0.11
H -2.1958 1.2794 -0.8705 0.08
H -1.1903 2.2395 0.0914 0.07
H 1.1357 -0.6046 -2.8737 0.14
H 2.3831 -2.2478 2.0410 0.20
H 1.8546 0.9214 -2.2044 0.05
```

The calculation puts the total energy at -8266.673 eV. For the maximum force, the calculation gives 3.6 eV/Å. The calculation puts the gap between HOMO and LUMO at 8.3 eV. The calculation puts the molar mass at 95.12 g/mol. Its net charge is +1. The HOMO energy is -13.9 eV.


Entry 2:
DFT (ωB97M-V/def2-TZVPD) results for a structure of composition C5H7N2 at a distorted geometry.

Structure (XYZ):
```
14
Properties=species:S:1:pos:R:3:lowdin_charge:R:1
C -0.5832 1.0833 -1.0768 0.01
C 0.3238 0.3372 -1.7041 0.09
C -0.5864 -1.1496 0.9849 -0.06
C -0.0352 0.8755 0.2827 -0.28
C 0.8886 -0.0751 -0.2916 -0.22
N -0.9626 0.0924 1.1175 0.18
N 0.4247 -1.3092 0.1577 0.10
H -1.3734 1.7640 -1.3017 0.12
H 0.6413 -0.1109 -2.6364 0.12
H -1.0876 -2.0188 1.3589 0.17
H 0.1888 1.7897 0.7880 0.15
H 2.9328 0.4289 0.5749 0.19
H -1.7870 0.5304 1.4684 0.18
H 1.0153 -2.2376 0.2777 0.24
```

The calculation puts the total energy at -8265.660 eV. For the maximum force, the calculation gives 4.9 eV/Å. The calculation puts the gap between HOMO and LUMO (spin up / spin down) at 9.1 / 8.9 eV. The calculation puts the molar mass at 95.12 g/mol. Its net charge is +1. The HOMO energy (spin up / spin down) is -14.0 / -13.0 eV.


Entry 3:
DFT (ωB97M-V/def2-TZVPD) results for the ion C5H7N2 with charge +1 at a distorted geometry.

Structure (XYZ):
```
14
Properties=species:S:1:pos:R:3:lowdin_charge:R:1
C -1.5733 -2.5212 -0.2449 0.17
C -1.1300 -1.4052 -0.4286 -0.17
N -0.5914 -0.2919 -0.9235 0.11
C 0.1899 0.5385 -0.2265 -0.33
C 0.7089 1.6758 -1.0173 0.02
N 0.7479 0.2457 0.8780 0.14
C 0.7831 -0.0827 2.0748 0.16
H -2.2338 -3.3184 0.2071 0.09
H -0.9442 -0.1451 -1.8367 0.17
H -0.0853 2.0275 -1.8299 0.15
H 1.7319 1.3582 -1.4822 0.15
H 0.9341 2.4118 -0.2447 0.09
H 1.6548 -0.5180 2.3961 0.09
H -0.1925 0.0251 2.6783 0.16
```

The calculation puts the total energy at -8268.026 eV. For the maximum force, the calculation gives 4.0 eV/Å. The calculation puts the gap between HOMO and LUMO at 9.0 eV. The calculation puts the molar mass at 95.12 g/mol. Its net charge is +1. The HOMO energy is -13.9 eV.


Entry 4:
DFT (ωB97M-V/def2-TZVPD) results for the ion C5H7N2 with charge +1 at a distorted geometry.

Structure (XYZ):
```
14
Properties=species:S:1:pos:R:3:lowdin_charge:R:1
C -2.4573 -0.4388 0.0648 0.09
C -1.1749 -0.0807 0.0853 -0.22
C -0.4721 1.4568 0.0216 0.13
C 0.8293 1.2532 0.1087 0.00
N 1.0824 -0.1719 0.1668 -0.12
C 2.2263 -0.6975 0.0077 0.20
N -0.0245 -0.8593 0.0465 0.10
H -2.6984 -1.4621 0.2154 0.06
H -3.3093 0.3231 -0.2042 0.13
H -1.1490 2.3531 -0.1246 0.15
H 1.6523 1.8756 -0.1758 0.14
H 2.3604 -1.6601 -0.3110 0.10
H 3.0095 -0.0695 0.0519 0.08
H 0.1251 -1.8217 0.0469 0.17
```

The calculation puts the total energy at -8268.087 eV. For the maximum force, the calculation gives 4.1 eV/Å. The calculation puts the gap between HOMO and LUMO (spin up / spin down) at 8.0 / 8.0 eV. The calculation puts the molar mass at 95.12 g/mol. Its net charge is +1. The HOMO energy (spin up / spin down) is -13.2 / -13.2 eV.


Entry 5:
DFT (ωB97M-V/def2-TZVPD) results for the ion C5H7N2S with charge +1 at a distorted geometry.

Structure (XYZ):
```
15
Properties=species:S:1:pos:R:3:lowdin_charge:R:1
C 1.9272 0.1249 0.3437 -0.05
C 1.3309 1.3362 0.7099 -0.10
C -1.2567 -0.2622 0.0336 -0.52
C 1.0725 -0.6173 -0.5942 -0.08
C 0.4163 1.5799 -0.3986 -0.47
N -0.1718 -1.0498 -0.3558 0.04
N -2.3562 -0.9616 0.4240 0.13
S -1.2436 1.4958 -0.1004 1.09
H 2.8322 -0.3892 0.6498 0.11
H 1.2835 1.9180 1.6776 0.14
H 1.5107 -1.1477 -1.4566 0.15
H 0.6483 2.1413 -1.2894 0.08
H -0.5760 -1.9263 -0.7351 0.19
H -2.2049 -1.8917 0.7632 0.13
H -3.2122 -0.3503 0.3285 0.15
```

The calculation puts the total energy at -19103.746 eV. For the maximum force, the calculation gives 4.6 eV/Å. The calculation puts the gap between HOMO and LUMO at 8.3 eV. The calculation puts the molar mass at 127.19 g/mol. Its net charge is +1. The HOMO energy is -12.9 eV.


Entry 6:
DFT (ωB97M-V/def2-TZVPD) results for an isolated molecule of C5H7N3 at a distorted geometry.

Structure (XYZ):
```
15
Properties=species:S:1:pos:R:3:lowdin_charge:R:1
C -1.8422 -0.7904 -0.2048 -0.02
C 0.6691 0.3665 -1.6805 0.00
C 0.4520 0.1640 -0.2287 -0.24
C 1.2473 0.5994 0.8884 -0.21
N -0.7124 -0.0857 0.3719 0.00
N 2.4911 0.4800 1.0980 0.15
C -0.1848 0.1280 1.9025 -0.37
N -0.6296 0.0767 2.9925 0.06
H 2.7209 0.7479 2.0605 0.07
H -2.0211 -0.4147 -1.2134 0.09
H -1.6617 -1.8669 -0.2636 0.10
H -2.7067 -0.6176 0.4364 0.09
H -0.0437 1.0746 -2.1128 0.10
H 1.6830 0.7280 -1.8486 0.09
H 0.5387 -0.5897 -2.1978 0.10
```

The calculation puts the total energy at -9764.535 eV. For the maximum force, the calculation gives 3.3 eV/Å. The calculation puts the gap between HOMO and LUMO (spin up / spin down) at 7.0 / 7.0 eV. The calculation puts the molar mass at 109.13 g/mol. Its net charge is 0. The HOMO energy (spin up / spin down) is -7.9 / -7.9 eV.


Entry 7:
DFT (ωB97M-V/def2-TZVPD) results for an isolated molecule of C5H7N3 at a distorted geometry.

Structure (XYZ):
```
15
Properties=species:S:1:pos:R:3:lowdin_charge:R:1
H 2.8669 -1.4011 0.3100 0.07
N 3.1280 -0.4512 -0.0545 0.07
C 2.2173 0.3892 -0.1310 -0.27
N 0.7850 0.1278 0.0582 -0.18
N 0.4188 -1.2354 0.0831 0.08
C -0.1744 1.1626 0.0630 -0.09
C -1.5640 1.2090 -0.0157 -0.13
C -2.3972 0.0504 0.0491 -0.20
C -3.1231 -0.9385 -0.0863 0.06
H 2.4923 1.4984 -0.4067 0.14
H -0.0277 -1.4141 0.9906 0.11
H -0.0317 -1.5148 -0.6971 0.04
H 0.4713 2.0870 0.2513 0.12
H -1.9859 2.2164 0.0606 0.09
H -3.8592 -1.7966 -0.3918 0.07
```

The calculation puts the total energy at -9764.296 eV. For the maximum force, the calculation gives 5.2 eV/Å. The calculation puts the gap between HOMO and LUMO at 9.0 eV. The calculation puts the molar mass at 109.13 g/mol. Its net charge is 0. The HOMO energy is -8.2 eV.


Entry 8:
DFT (ωB97M-V/def2-TZVPD) results for an isolated molecule of C5H7N3 at a distorted geometry.

Structure (XYZ):
```
15
Properties=species:S:1:pos:R:3:lowdin_charge:R:1
H -0.1583 -2.2970 1.1877 0.05
N 0.2591 -2.1386 0.2649 0.17
C 0.2772 -0.8987 -0.0694 -0.32
C 0.6817 -0.3647 -1.3971 -0.07
C 0.3716 1.0884 -1.1538 -0.44
N 0.4882 2.0363 -2.0074 0.14
H 0.9033 1.6995 -2.8800 0.05
N 0.1505 1.4145 0.2237 0.19
C -0.2807 0.2812 0.6815 -0.27
C -0.9911 0.1370 1.9842 -0.02
H 0.0626 -0.7670 -2.2014 0.13
H 1.7425 -0.5255 -1.5968 0.13
H -0.6364 -0.7304 2.5443 0.07
H -0.8040 1.0108 2.6156 0.09
H -2.0661 0.0541 1.8041 0.10
```

The calculation puts the total energy at -9767.455 eV. For the maximum force, the calculation gives 4.1 eV/Å. The calculation puts the gap between HOMO and LUMO at 9.4 eV. The calculation puts the molar mass at 109.13 g/mol. Its net charge is 0. The HOMO energy is -9.6 eV.